# 1
Molecular formula: C31H31CoN3O6S2
Method: DFT, wB97M-V/def2-TZVPD

Results
HOMO level (alpha / beta) in eV: -10.72 / -10.72
Charge: +1
2S+1: 1
ΔE to the lowest compared entry with this formula, charge and spin in eV: 0.703

Positions of all 74 atoms, in Å:
1 Co -1.723 0.205 -0.620
2 O -3.138 3.533 -1.903
3 C -3.017 2.542 -1.241
4 O -2.508 1.409 -1.724
5 C -3.528 2.448 0.199
6 C -4.172 1.086 0.449
7 C -4.962 1.058 1.749
8 C -3.841 1.057 2.819
9 C -2.584 1.112 1.965
10 O -2.985 0.276 0.812
11 C -2.412 2.483 1.304
12 C -0.996 2.581 0.763
13 O -0.237 3.471 1.057
14 O -0.646 1.566 0.008
15 H -4.235 3.263 0.335
16 H -4.641 0.629 -0.417
17 H -5.572 0.158 1.813
18 H -5.623 1.919 1.820
19 H -3.863 0.148 3.418
20 H -3.889 1.909 3.493
21 H -1.685 0.688 2.403
22 H -2.564 3.296 2.010
23 C -5.528 -2.938 -1.326
24 N -4.451 -2.988 -0.344
25 C -4.493 -3.639 0.876
26 C -3.323 -3.413 1.495
27 N -2.555 -2.621 0.643
28 C -3.275 -2.355 -0.479
29 S -2.877 -1.343 -1.787
30 C -1.166 -2.372 0.819
31 C -0.420 -3.271 1.538
32 C 0.949 -3.024 1.683
33 C 1.520 -1.962 1.036
34 C 0.694 -1.147 0.246
35 N -0.647 -1.280 0.229
36 H -6.336 -3.572 -0.975
37 H -5.172 -3.302 -2.287
38 H -5.879 -1.914 -1.440
39 H -5.356 -4.194 1.197
40 H -2.981 -3.715 2.467
41 H -0.864 -4.167 1.940
42 H 1.565 -3.700 2.261
43 H 2.584 -1.768 1.067
44 H 2.016 0.180 -0.213
45 O 1.156 -0.209 -0.533
46 S 3.326 1.592 0.656
47 C 4.908 0.992 -0.001
48 C 5.037 -0.460 0.374
49 C 5.069 -0.842 1.715
50 C 5.142 -2.182 2.065
51 C 5.181 -3.160 1.078
52 C 5.150 -2.788 -0.258
53 C 5.079 -1.445 -0.607
54 C 3.047 3.115 -0.306
55 C 2.868 2.870 -1.775
56 C 3.925 3.049 -2.661
57 C 3.760 2.795 -4.017
58 C 2.533 2.366 -4.497
59 C 1.468 2.201 -3.619
60 C 1.634 2.451 -2.267
61 H 5.728 1.585 0.405
62 H 4.891 1.110 -1.085
63 H 5.041 -0.082 2.488
64 H 5.181 -2.463 3.110
65 H 5.254 -4.205 1.350
66 H 5.191 -3.543 -1.033
67 H 5.050 -1.159 -1.652
68 H 3.881 3.788 -0.107
69 H 2.147 3.538 0.143
70 H 4.881 3.404 -2.291
71 H 4.589 2.943 -4.697
72 H 2.400 2.177 -5.554
73 H 0.500 1.892 -3.994
74 H 0.800 2.336 -1.584

Forces on the atoms, in the same order (eV/Å):
Co 0.1911 0.2749 -0.2848
O -0.0271 0.0899 0.0349
C 0.1022 -0.2095 -0.1565
O -0.0632 0.0808 0.1609
C -0.0193 0.0523 0.0505
C -0.0468 0.0562 0.0056
C 0.0196 -0.0200 0.0029
C 0.0017 -0.0180 -0.0234
C -0.0174 0.0308 0.0419
O -0.0888 -0.0455 0.0092
C -0.0313 0.0716 0.0110
C -0.0050 -0.1198 -0.0395
O -0.0337 0.0473 -0.0033
O 0.1262 -0.2038 0.2921
H 0.0038 0.0012 0.0104
H 0.0103 -0.0026 -0.0035
H -0.0071 -0.0013 0.0048
H 0.0020 0.0028 -0.0038
H -0.0037 -0.0028 0.0019
H 0.0038 0.0014 0.0031
H 0.0057 0.0037 -0.0104
H -0.0247 -0.0043 -0.0087
C 0.0085 -0.0051 0.0030
N 0.0166 -0.0135 0.0429
C -0.0031 0.0005 -0.0026
C -0.0014 0.0349 -0.0278
N -0.0173 -0.0260 0.0021
C 0.0447 0.0593 0.0321
S -0.0324 -0.1915 -0.0447
C -0.0730 -0.0745 0.0527
C 0.0248 0.0182 0.0035
C 0.0043 0.0495 -0.0336
C -0.0365 -0.0372 -0.0515
C 0.0387 0.1578 0.1511
N -0.0159 -0.1040 0.0813
H -0.0087 0.0083 -0.0032
H -0.0051 -0.0048 0.0005
H 0.0052 0.0021 -0.0086
H -0.0035 -0.0011 -0.0082
H 0.0402 -0.0044 0.0042
H -0.0356 -0.0015 0.0138
H -0.0157 -0.0032 0.0091
H 0.0050 0.0041 -0.0153
H 0.0840 0.2737 -0.0345
O -0.1206 -0.2225 -0.2917
S 0.0073 -0.0042 0.1221
C -0.0043 -0.0554 -0.0826
C -0.0139 -0.0084 0.0448
C 0.0465 0.0191 -0.0105
C -0.0014 -0.0169 -0.0022
C 0.0078 -0.0023 -0.0015
C -0.0083 0.0036 0.0019
C -0.0936 -0.0116 -0.0145
C -0.0166 0.0236 -0.0074
C -0.0003 0.0113 0.0063
C 0.0154 -0.0235 -0.0031
C 0.0059 0.0064 0.0015
C -0.0062 -0.0070 0.0021
C 0.0104 0.0009 -0.0151
C -0.0246 0.0361 -0.0044
H -0.0539 0.0315 0.0392
H 0.0431 -0.0260 0.0024
H 0.0073 0.0053 -0.0012
H 0.0065 0.0001 0.0020
H -0.0066 0.0033 0.0025
H 0.0014 0.0013 0.0000
H 0.0112 0.0028 -0.0023
H 0.0040 0.0019 0.0107
H -0.0019 -0.0086 -0.0132
H 0.0031 0.0034 -0.0025
H 0.0001 0.0016 -0.0014
H 0.0016 -0.0010 -0.0015
H -0.0106 0.0075 0.0008
H 0.0691 0.0006 -0.0426

# 2
Molecular formula: C31H31F5HoN5SSi2
Method: DFT, wB97M-V/def2-TZVPD

Results
HOMO level (alpha / beta) in eV: -8.05 / -8.06
2S+1: 5

Positions of all 76 atoms, in Å:
1 Ho -0.038 -0.206 -0.296
2 C 0.125 0.989 3.927
3 C -0.762 0.219 4.722
4 C -1.769 -0.479 4.111
5 C -1.835 -0.505 2.668
6 N -0.934 0.146 1.948
7 C 0.045 0.858 2.564
8 N -2.887 -1.162 2.086
9 C -3.048 -1.292 0.801
10 N -2.320 -0.873 -0.310
11 C -2.865 -1.484 -1.448
12 N -2.510 -1.533 -2.668
13 C -1.447 -0.979 -3.331
14 C -1.504 -1.206 -4.678
15 C -0.489 -0.613 -5.448
16 C 0.512 0.164 -4.841
17 C 0.495 0.304 -3.453
18 N -0.469 -0.225 -2.686
19 C -4.088 -2.188 -1.001
20 C -4.981 -2.917 -1.785
21 C -6.055 -3.579 -1.149
22 C -6.135 -3.528 0.259
23 C -5.239 -2.815 1.010
24 C -4.211 -2.108 0.360
25 H 0.843 1.611 4.361
26 H -0.600 0.250 5.823
27 H -2.484 -1.122 4.576
28 H 0.727 1.387 1.939
29 H -2.294 -1.781 -5.076
30 H -0.467 -0.807 -6.504
31 H 1.316 0.630 -5.452
32 H 1.409 0.722 -2.966
33 H -4.876 -2.972 -2.875
34 H -6.889 -4.048 -1.680
35 H -6.842 -4.042 0.915
36 H -5.418 -2.653 2.064
37 C -1.906 2.670 -0.007
38 Si -0.141 3.332 0.128
39 C 0.010 4.738 -1.143
40 C 0.198 4.168 1.824
41 C 1.031 1.916 -0.251
42 Si 2.927 1.977 -0.033
43 C 3.406 1.754 1.768
44 C 3.520 3.837 -0.450
45 C 3.711 0.665 -1.150
46 H -2.650 3.485 0.190
47 H -2.052 1.889 0.772
48 H -2.248 2.211 -0.951
49 H 0.780 5.443 -0.780
50 H -0.919 5.297 -1.250
51 H 0.371 4.456 -2.128
52 H -0.295 5.086 1.890
53 H 1.275 4.477 1.728
54 H 0.210 3.394 2.666
55 H 0.876 1.864 -1.352
56 H 2.673 2.138 2.394
57 H 4.324 2.243 1.979
58 H 3.499 0.682 2.127
59 H 2.967 4.418 0.347
60 H 3.391 4.150 -1.482
61 H 4.507 3.859 -0.170
62 H 3.021 -0.157 -1.304
63 H 4.547 0.143 -0.678
64 H 3.961 1.044 -2.123
65 F 4.407 -4.730 3.033
66 C 3.826 -4.187 1.990
67 C 2.881 -3.218 2.230
68 F 2.751 -2.804 3.440
69 C 2.100 -2.790 1.222
70 F 1.234 -1.717 1.493
71 C 2.299 -3.124 -0.125
72 S 1.238 -2.434 -1.375
73 C 3.387 -4.011 -0.398
74 F 3.766 -4.296 -1.641
75 C 4.033 -4.590 0.670
76 F 5.068 -5.441 0.415

Forces on the atoms, in the same order (eV/Å):
Ho -0.3797 -0.8391 0.3013
C -1.3350 -1.5956 -0.4642
C 0.4176 0.7150 0.4873
C 0.3760 -0.3353 -1.5983
C -0.1329 0.5669 1.1105
N 1.3936 0.1365 -0.4730
C -0.9093 -0.1241 1.2460
N 0.1588 -0.0903 -0.3700
C -0.3748 -0.1460 0.3300
N 0.7440 -0.3129 0.1335
C -0.3989 0.3634 1.5611
N -0.2527 -0.2291 0.0217
C -0.0256 1.0091 2.2429
C 2.5384 1.5533 -1.1101
C -0.1848 -0.1170 0.7140
C -0.0314 -0.0636 -0.4517
C 0.9120 -0.3742 -0.5178
N -0.7193 -0.7502 -1.0267
C -0.5679 -1.0286 -1.1700
C -1.0314 -0.4985 -0.0806
C 0.2949 0.5381 0.5218
C -0.0959 -0.3312 0.1883
C 1.0960 1.6793 0.0618
C -0.1594 -0.2895 -0.2190
H 1.0922 0.7456 0.6077
H -0.4691 -0.1900 -0.9033
H -0.2625 -0.0435 0.5898
H 0.3020 0.0694 -0.4263
H -0.5435 -0.5121 -0.3250
H 0.0456 0.1486 -0.3615
H -0.6939 -0.4882 0.6660
H -1.1375 -0.0558 -0.2460
H 0.0466 0.1488 0.5226
H 0.6561 -0.0354 -0.1071
H -0.4075 -0.0571 -1.0006
H 0.2876 -0.3369 0.1467
C -0.9184 0.0184 0.6347
Si 0.4326 0.1708 -0.4434
C 0.6236 0.3243 0.5767
C 2.4163 -2.7503 -0.5349
C 0.4518 -0.0869 -0.1977
Si -1.0372 1.5912 -0.7828
C 0.5066 -2.5435 -0.7479
C -2.7124 -1.7760 1.1347
C -0.2393 -0.2365 0.9332
H 0.5643 -0.5711 -0.0140
H -0.1468 0.5571 -0.3690
H 0.4877 0.1914 0.0977
H -0.2968 -0.1240 -0.0281
H -0.0996 0.0280 -0.0303
H -0.1721 -0.3320 -0.1932
H -1.3363 1.1279 0.8260
H -0.6563 -0.3182 0.0605
H -0.6259 1.6848 -0.8207
H 0.2179 0.1812 -0.0577
H -1.4419 1.1455 1.2325
H 0.9489 0.4561 0.2325
H 0.0370 0.9581 -0.6707
H 0.3875 -0.1840 -1.2805
H -0.2807 0.2231 0.1498
H 2.6442 0.3236 0.4369
H -0.4711 -0.1845 -0.1469
H 0.3519 0.4205 -0.1455
H 0.4041 0.2127 -0.4774
F 0.8692 -0.4835 0.3588
C -0.7011 -0.1417 -1.3400
C 0.6339 -1.1906 -0.4536
F -0.5454 0.9815 2.2893
C -0.6992 1.7263 -2.0805
F 0.3140 -0.8375 -0.1364
C 0.1364 -0.2138 -0.3720
S 0.5251 0.0328 0.4285
C -1.7652 0.9843 0.6582
F -0.2055 -0.0559 0.1626
C 1.9517 -0.4698 0.2747
F -0.8022 0.3305 0.2337

# 3
Molecular formula: C31H31IN2PReSi
Method: DFT, wB97M-V/def2-TZVPD

Results
HOMO level (alpha / beta) in eV: -16.79 / -16.87
Charge: +3
2S+1: 4
ΔE to the lowest compared entry with this formula, charge and spin in eV: 0.000

Positions of all 68 atoms, in Å:
1 Re 1.173 0.746 -0.135
2 I 3.214 -1.016 -0.509
3 C 2.461 -2.882 -1.182
4 C 3.334 -3.520 -2.020
5 C 3.159 -4.885 -2.294
6 C 2.175 -5.575 -1.652
7 C 1.263 -4.922 -0.789
8 C 0.271 -5.678 -0.113
9 C -0.636 -5.087 0.714
10 C -0.658 -3.690 0.817
11 C 0.288 -2.904 0.180
12 P -0.220 -1.217 -0.082
13 C -0.756 -0.971 -1.769
14 C -1.935 -1.471 -2.315
15 C -2.242 -1.183 -3.636
16 C -1.385 -0.405 -4.411
17 C -0.208 0.101 -3.876
18 C 0.098 -0.189 -2.555
19 C -1.420 -0.670 1.126
20 C -1.143 -0.874 2.486
21 C -1.998 -0.355 3.440
22 C -3.118 0.374 3.047
23 C -3.386 0.587 1.700
24 C -2.537 0.073 0.734
25 C 1.342 -3.514 -0.581
26 H 4.182 -2.998 -2.445
27 H 3.844 -5.383 -2.966
28 H 2.078 -6.644 -1.792
29 H 0.255 -6.750 -0.266
30 H -1.374 -5.674 1.243
31 H -1.464 -3.227 1.370
32 H -2.603 -2.080 -1.718
33 H -3.152 -1.574 -4.072
34 H -1.632 -0.202 -5.444
35 H 0.466 0.687 -4.486
36 H 1.122 0.100 -2.228
37 H -0.282 -1.458 2.791
38 H -1.809 -0.530 4.491
39 H -3.790 0.768 3.798
40 H -4.265 1.142 1.402
41 H -2.747 0.236 -0.316
42 C 2.644 -0.035 3.198
43 C 1.922 1.244 2.939
44 C 1.761 2.229 3.889
45 C 1.071 3.405 3.581
46 C 0.529 3.627 2.325
47 C 0.718 2.631 1.390
48 N 1.397 1.481 1.712
49 N 0.344 2.495 0.055
50 Si -0.405 3.896 -0.923
51 C -2.085 4.124 -0.186
52 C -0.420 3.307 -2.676
53 C 0.725 5.345 -0.712
54 H 3.711 0.087 2.997
55 H 2.268 -0.849 2.577
56 H 2.545 -0.319 4.244
57 H 2.167 2.082 4.880
58 H 0.953 4.160 4.349
59 H -0.013 4.530 2.091
60 H -2.711 3.240 -0.320
61 H -2.585 4.960 -0.682
62 H -2.045 4.360 0.879
63 H -1.161 2.530 -2.858
64 H 0.561 2.973 -3.021
65 H -0.698 4.163 -3.298
66 H 0.686 5.825 0.266
67 H 0.394 6.102 -1.430
68 H 1.764 5.116 -0.952

Forces on the atoms, in the same order (eV/Å):
Re -0.1367 -0.1478 -0.3822
I 0.2277 -0.0430 -0.0071
C -0.1894 -0.1240 0.0871
C 0.0942 0.1922 0.0167
C 0.0426 -0.0860 -0.0642
C -0.0551 -0.0319 0.0490
C 0.0757 0.1511 -0.0326
C 0.0176 -0.0605 -0.0256
C -0.0630 -0.0320 0.0469
C 0.0519 0.0945 -0.0484
C 0.0554 -0.0782 -0.0099
P -0.1228 0.1724 0.1301
C 0.0450 0.0148 -0.0130
C -0.0137 0.0090 0.0397
C 0.0014 0.0054 -0.0250
C 0.0118 0.0015 0.0066
C -0.0168 0.0112 -0.0137
C 0.0485 0.0670 0.0577
C 0.0469 -0.0459 0.0039
C 0.0108 -0.0069 -0.0090
C -0.0201 0.0061 0.0076
C 0.0030 -0.0008 -0.0267
C -0.0032 0.0013 0.0171
C 0.0379 -0.0268 -0.0470
C -0.0659 -0.0419 0.0301
H 0.0089 -0.0260 -0.0089
H 0.0029 0.0027 -0.0010
H -0.0101 -0.0001 0.0000
H 0.0010 -0.0007 0.0044
H 0.0047 -0.0124 -0.0084
H -0.0056 -0.0045 0.0013
H -0.0121 -0.0007 -0.0015
H -0.0002 -0.0074 -0.0005
H -0.0008 0.0024 -0.0039
H -0.0033 0.0064 -0.0052
H -0.0433 -0.0483 -0.0518
H -0.0085 0.0039 0.0085
H 0.0147 -0.0017 -0.0010
H -0.0066 0.0018 -0.0003
H -0.0062 -0.0017 0.0097
H -0.0193 0.0211 0.0045
C 0.0331 0.0058 -0.0059
C -0.0188 -0.0722 -0.0286
C -0.0742 0.1074 0.0271
C 0.0570 -0.0700 0.0765
C -0.0229 0.0251 -0.0861
C 0.0368 -0.0907 0.1316
N 0.0122 0.1671 0.1556
N 0.0117 0.1076 0.0277
Si 0.0873 -0.0785 0.0381
C -0.0346 0.0178 -0.0122
C -0.0603 0.0320 0.0152
C -0.0406 0.0773 -0.0332
H -0.0063 -0.0091 -0.0189
H -0.0237 0.0111 0.0023
H 0.0077 0.0106 0.0043
H 0.0050 -0.0227 -0.0055
H -0.0004 0.0043 -0.0032
H 0.0200 -0.0075 -0.0181
H -0.0065 -0.0101 0.0041
H -0.0071 -0.0032 0.0026
H -0.0364 -0.0058 -0.0124
H 0.0039 -0.0539 0.0024
H -0.0114 0.0173 -0.0049
H 0.0192 -0.0156 -0.0306
H 0.0220 -0.0566 0.0322
H 0.0245 -0.0038 -0.0061
H 0.0030 -0.0193 0.0118

Which molar mass belongs to each record? In order, 664.67, 821.78, 803.77 g mol⁻¹.